(1)
This record from OMol25 describes C22H32N4O4S in the gas phase at a distorted geometry. The level of theory is ωB97M-V with the def2-TZVPD basis set.

As for the largest force on an atom: 0.022 hartree/bohr. Its LUMO energy is -0.1 eV. The structure (SMILES) is CN(C)S(=O)(=O)c1ccc2c(c1)c(=O)c(C(=O)NCCCN1CCCCCC1)cn2C.

The geometry in XYZ format:
```
63
Properties=species:S:1:pos:R:3:mulliken_charge:R:1
S 4.91690 0.72390 0.61196 1.425
O -0.19292 -0.57569 0.91127 -0.748
O 5.01171 0.93353 2.02563 -0.721
O -2.46712 -4.10194 0.30975 -0.805
O 6.13942 0.58229 -0.13214 -0.724
N -2.90995 0.79777 0.25222 0.869
N 3.93223 1.93092 -0.03008 0.211
N -2.57664 -1.91209 0.87958 -0.010
N 1.54226 -4.09725 -0.25848 0.137
C -2.26932 0.95711 -1.03374 -0.785
C 2.55086 -0.65806 0.54078 -0.112
C 4.10130 3.23259 0.57551 -1.049
C 4.49172 -1.90248 -0.11584 -1.093
C 1.74564 -1.78138 0.34030 0.132
C -2.47876 1.73423 1.26713 -1.099
C 3.90089 -0.72006 0.31002 -0.338
C 2.11155 -5.35863 -0.67326 -1.199
C -4.63094 -0.94019 -0.06942 -0.798
C -2.05196 4.06216 0.22606 -0.734
C 3.72279 -3.02874 -0.30508 -0.690
C -4.33598 0.54141 0.19964 -0.969
C 0.29431 -1.65010 0.57139 1.418
C -2.96681 3.18192 1.08283 -0.726
C -1.92838 -3.01968 0.50454 0.432
C -2.34147 2.35255 -1.67670 -0.904
C -1.42422 3.35948 -0.98247 -0.392
C 2.33745 -2.98991 -0.07864 0.237
C 0.21593 -4.00148 -0.04165 0.081
C -0.44209 -2.87597 0.34656 -0.820
C -4.01283 -1.85990 0.98693 -0.936
C 3.95630 1.92393 -1.47271 -1.031
H 4.22440 3.07713 1.64436 0.380
H 3.80524 0.89974 -1.80902 0.334
H -2.02864 2.24844 -2.71869 0.450
H -5.71307 -1.08317 -0.07386 0.433
H 4.19957 -3.93852 -0.62980 0.448
H 2.58755 -5.26372 -1.65121 0.371
H -2.71320 0.22801 -1.71603 0.418
H -2.84816 1.35662 2.22588 0.612
H -4.76882 0.80571 1.16772 0.551
H 2.08929 0.25840 0.87285 0.582
H -0.51821 2.83531 -0.66986 0.135
H -1.24318 4.45082 0.84924 0.325
H -2.63392 4.92124 -0.11850 0.336
H 2.85063 -5.70373 0.05209 0.381
H -4.25036 -1.22936 -1.04994 0.300
H -1.11936 4.12746 -1.69828 0.396
H -2.08698 -1.01893 0.92117 0.175
H -4.28361 -1.50509 1.98716 0.299
H -1.21445 0.69165 -0.90468 0.124
H 4.97856 3.76038 0.18458 0.336
H 5.55518 -1.91106 -0.29490 0.544
H -4.84689 1.14408 -0.56902 0.266
H 3.20810 3.83053 0.39121 0.267
H -4.38188 -2.88121 0.85909 0.517
H -3.96610 3.15259 0.64376 0.310
H 4.91195 2.28628 -1.86789 0.318
H -3.37043 2.71598 -1.68076 0.309
H -3.06693 3.65131 2.06397 0.406
H -0.37555 -4.89558 -0.19295 0.444
H 1.31992 -6.10097 -0.74277 0.332
H 3.14623 2.54925 -1.84729 0.342
H -1.38873 1.70019 1.30050 0.302
```

***

(2)
This record from OMol25 describes C42H26BrN7OS2Ti as an isolated structure at a distorted geometry. The level of theory is ωB97M-V with the def2-TZVPD basis set.

As for the largest force on an atom: 0.029 hartree/bohr. Its LUMO energy is -6.8 eV. As for the charge: +2.

The geometry in XYZ format:
```
80
Properties=species:S:1:pos:R:3:mulliken_charge:R:1
Br 4.01645 6.30341 -0.30092 -0.133
Ti 0.05505 0.75473 0.29522 -1.315
S 2.69284 -3.42192 -3.22482 0.055
S -3.92274 2.05052 4.37496 -0.020
O 0.34680 0.98737 2.18771 -0.369
N -1.48225 2.21253 0.19694 -0.601
N 0.61206 2.07122 4.15470 -0.280
N -1.09192 5.28667 3.70465 -0.444
N -0.00833 0.86346 -1.82000 1.789
N -1.85442 -0.30754 1.29598 0.719
N 1.95359 0.07960 -0.17137 1.630
N -0.18751 -1.62183 -0.38239 0.720
C -1.59277 -3.58645 -0.29099 0.524
C -0.65845 3.10447 2.41902 0.204
C -0.75942 -4.23113 -1.20770 -0.732
C 0.39782 1.16636 -4.54667 -0.911
C 4.18187 -0.64189 0.23797 -1.230
C 2.28103 0.28602 -1.47866 -0.358
C 0.11924 2.03427 2.93373 1.359
C 2.38107 2.72474 0.96584 -0.820
C 3.82448 0.30770 -3.36488 -1.057
C 2.92573 4.78009 -0.13641 -0.289
C -2.14011 -1.59479 1.00278 -0.215
C -4.45263 0.48959 3.85332 0.502
C -2.73548 -4.24356 0.28273 -1.216
C 1.10097 -5.40513 -3.31078 -0.579
C -3.70071 -0.28354 2.86155 -0.028
C 1.22714 0.67794 -2.36164 0.265
C -1.28693 -2.27319 0.08253 -0.509
C 2.16353 -5.71296 -4.20037 -0.680
C 3.18565 3.85015 0.85863 -0.898
C 3.56602 0.08487 -1.96943 1.171
C -1.16320 2.79015 1.16240 0.545
C -5.60783 0.14545 4.49521 -0.559
C 1.86364 4.59237 -1.00265 -0.812
C -1.01590 1.17568 -2.62194 -0.340
C -6.07103 1.14270 5.39193 -0.645
C 1.06235 3.46485 -0.87229 -0.672
C -0.89844 4.30846 3.12869 -0.728
C 3.10439 -4.73455 -4.23934 -0.375
C -3.22486 -2.26377 1.57904 0.552
C -3.50784 -3.61694 1.18737 -1.241
C 2.87257 -0.39603 0.65102 -0.783
C 0.57832 -2.28120 -1.23392 0.888
C 1.24720 -4.20175 -2.68461 0.580
C 4.53776 -0.37678 -1.05962 -0.900
C -0.85098 1.31988 -3.99894 -1.228
C -2.61857 0.30043 2.18381 0.318
C 0.34473 -3.58144 -1.70978 -0.023
C -5.25850 2.23191 5.41911 -0.381
C 1.30534 2.50070 0.10439 2.819
C 1.48721 0.83525 -3.71930 0.479
C -3.99940 -1.58601 2.52716 -0.701
C 2.82860 0.65726 -4.20314 -0.922
H 1.15683 1.30300 4.50921 0.289
H -1.97564 1.34045 -2.15365 0.505
H 4.83427 0.17089 -3.73133 0.523
H -6.97210 1.05596 5.98204 0.424
H 1.65216 5.32752 -1.76819 0.526
H 1.46867 -1.78209 -1.58755 -0.873
H -5.36603 3.13610 5.99970 0.450
H -2.39995 1.33392 2.39228 -0.205
H 3.02192 0.80724 -5.25838 0.516
H 2.22554 -6.62390 -4.77888 0.433
H 4.01747 -4.70134 -4.81435 0.455
H -1.70534 1.57145 -4.61156 0.500
H 2.56850 -0.56872 1.67504 0.678
H -2.95242 -5.25968 -0.02260 0.480
H 0.43618 2.86343 4.75538 0.232
H 0.25973 -6.06637 -3.14748 0.359
H -4.35952 -4.11708 1.63181 0.487
H 0.22071 3.37433 -1.54787 0.347
H 2.62844 2.01511 1.74700 0.338
H 5.55458 -0.53582 -1.39906 0.554
H 4.00992 4.00061 1.54462 0.520
H -4.82719 -2.10267 2.99877 0.461
H -6.13177 -0.78710 4.32828 0.363
H -0.99165 -5.24649 -1.50655 0.449
H 0.55326 1.29822 -5.61117 0.544
H 4.90021 -1.02535 0.94866 0.523
```